w:
31
Properties=species:S:1:pos:R:3 method="wB97M-V/def2-TZVPD" charge=+1 homo_ev=-12.1 homo_lumo_gap_ha=0.3304
C 2.578 1.063 0.773
C 3.537 2.262 0.705
C 1.180 1.371 0.434
C 0.347 1.965 1.382
C 0.710 1.162 -0.878
C -0.933 2.360 1.020
C -0.563 1.577 -1.230
C -1.408 2.097 -0.259
H 3.146 0.237 0.330
H 2.694 0.652 1.803
H 3.243 3.007 -0.037
H 0.792 2.210 2.341
H 1.484 0.868 -1.579
H -1.481 2.787 1.855
H -0.883 1.517 -2.260
H -2.451 2.290 -0.490
H 4.512 1.894 0.363
H 3.613 2.758 1.661
C -0.739 -3.553 -1.588
C -1.837 -1.920 -0.128
N -0.701 -2.360 -0.690
N -3.016 -2.550 -0.310
N -1.663 -1.088 0.907
H 0.187 -2.197 -0.263
H -2.948 -3.532 -0.496
H -3.864 -2.009 -0.397
H -0.743 -0.685 0.913
H -2.397 -0.683 1.469
H -1.382 -3.228 -2.409
H -1.252 -4.360 -1.059
H 0.237 -3.912 -1.883



x:
31
Properties=species:S:1:pos:R:3 method="wB97M-V/def2-TZVPD" charge=+1 homo_ev=-11.5 homo_lumo_gap_ha=0.2968
C -1.304 -0.824 -2.091
C 1.865 1.936 -2.940
C 1.763 0.772 -3.704
C 0.883 2.283 -2.046
C 0.722 -0.096 -3.446
C -0.143 1.376 -1.743
C -0.206 0.177 -2.436
H 2.650 2.620 -3.209
H 2.457 0.611 -4.516
H 0.781 3.267 -1.645
H 0.616 -1.093 -3.856
H -0.842 1.665 -0.972
H -0.810 -1.787 -2.018
H -2.134 -0.752 -2.782
H -1.706 -0.506 -1.127
C -0.045 0.612 2.493
C 0.605 1.297 3.683
C -0.704 -1.729 1.974
N 0.173 -0.842 2.345
N -1.990 -1.379 1.760
N -0.265 -2.928 1.488
H -1.099 0.832 2.362
H 0.381 1.004 1.562
H -0.136 1.876 4.231
H 1.329 2.023 3.324
H 1.135 -1.110 2.486
H -2.635 -1.097 2.490
H -2.468 -2.097 1.227
H 0.486 -2.955 0.816
H -0.487 -3.814 1.906
H 1.129 0.658 4.386



What are the relative energies? In eV: w 0.000; x 0.164.



w:
14
Properties=species:S:1:pos:R:3 method="wB97M-V/def2-TZVPD" charge=0 homo_ev=-9.3 homo_lumo_gap_ha=0.3646
O 0.179 1.851 -0.551
C 0.201 1.023 0.773
C 0.367 -0.332 0.103
C 1.555 -0.945 -0.122
F 2.753 -0.630 0.296
C -0.852 -0.926 -0.519
O -1.838 -0.941 0.567
H 0.402 2.946 -0.508
H 1.036 1.312 1.662
H -0.925 0.969 1.369
H 1.648 -1.781 -1.040
H -1.239 -0.162 -1.249
H -0.518 -1.862 -0.909
H -2.770 -0.522 0.129



x:
14
Properties=species:S:1:pos:R:3 method="wB97M-V/def2-TZVPD" charge=0 homo_ev=-9.3 homo_lumo_gap_ha=0.3673
C 0.783 -1.823 0.585
O -0.184 -0.838 0.834
C -0.208 0.311 0.059
C -1.346 0.762 -0.374
F -2.562 0.129 -0.407
C 1.104 1.134 0.101
O 1.974 0.432 -0.759
H 0.447 -2.731 1.111
H 0.884 -2.057 -0.456
H 1.746 -1.522 1.026
H -1.467 1.773 -0.769
H 0.965 2.163 -0.206
H 1.512 1.129 1.112
H 2.651 1.031 -0.975



What are the relative energies? In eV: w 2.258; x 0.000.



w:
15
Properties=species:S:1:pos:R:3 method="wB97M-V/def2-TZVPD" charge=0 homo_ev=-10.0 homo_lumo_gap_ha=0.3599
N 1.271 1.452 0.161
C 1.820 0.312 0.522
O 2.821 -0.278 0.228
O 0.800 -0.456 1.322
H 0.080 1.548 0.436
H 1.798 1.965 -0.529
H 1.100 -1.376 1.346
C -1.113 -0.390 -1.650
C -1.217 -0.926 -0.439
C -1.211 -0.108 0.794
O -1.175 1.153 0.757
H -0.985 -0.997 -2.534
H -1.070 0.684 -1.776
H -1.235 -2.000 -0.300
H -1.684 -0.584 1.662



x:
15
Properties=species:S:1:pos:R:3 method="wB97M-V/def2-TZVPD" charge=0 homo_ev=-9.9 homo_lumo_gap_ha=0.3827
C -1.260 0.232 2.108
C -1.584 -0.309 0.745
O -2.471 -1.125 0.574
N -0.809 0.094 -0.305
C 0.315 0.991 -0.248
C 1.553 0.235 -0.696
O 2.477 -0.131 -0.028
O 1.456 -0.042 -2.027
H -1.189 1.316 2.255
H -2.033 -0.066 2.799
H -0.323 -0.202 2.450
H -1.095 -0.314 -1.182
H 0.182 1.853 -0.901
H 0.479 1.267 0.780
H 2.251 -0.544 -2.260



What are the relative energies? In eV: w 2.225; x 0.000.



w:
15
Properties=species:S:1:pos:R:3 method="wB97M-V/def2-TZVPD" charge=0 homo_ev=-9.8 homo_lumo_gap_ha=0.3775
N 1.599 -1.229 -0.102
C 0.681 -0.146 -0.502
C 1.405 1.220 -0.689
O 2.507 1.357 -0.153
C -0.193 -0.007 0.824
C -1.640 -0.344 0.458
O -2.396 -0.941 1.113
O -2.000 0.258 -0.758
H 1.911 -1.649 -1.022
H 2.475 -0.835 0.387
H 0.095 -0.437 -1.326
H 0.881 2.102 -0.996
H -0.357 0.986 1.318
H 0.028 -0.941 1.465
H -2.623 -0.351 -1.277



x:
15
Properties=species:S:1:pos:R:3 method="wB97M-V/def2-TZVPD" charge=0 homo_ev=-9.6 homo_lumo_gap_ha=0.3752
C -1.128 1.735 -0.761
C 0.150 0.912 -0.561
C 0.726 1.248 0.803
O 1.750 1.852 0.940
N -0.191 -0.486 -0.898
C -0.346 -1.483 0.059
O -0.876 -1.261 1.117
O 0.192 -2.624 -0.418
H -1.676 1.544 -1.677
H -0.844 2.799 -0.752
H -1.750 1.586 0.123
H 0.857 1.281 -1.311
H 0.081 0.836 1.608
H 0.177 -0.808 -1.786
H -0.017 -3.373 0.122



y:
15
Properties=species:S:1:pos:R:3 method="wB97M-V/def2-TZVPD" charge=0 homo_ev="-8.1 / -8.1" homo_lumo_gap_ha="0.3012 / 0.3012"
C -0.016 -1.292 -0.243
C -0.362 -1.044 1.108
C 0.356 1.200 -0.943
C -0.835 0.234 -0.901
N 0.488 -0.528 2.007
O 0.350 1.954 -2.040
O 1.204 1.317 -0.080
O -1.608 0.049 -1.842
H 1.123 2.541 -2.026
H 0.127 -0.195 2.888
H 1.281 -0.019 1.638
H 1.034 -1.239 -0.502
H -0.558 -2.083 -0.740
H -1.300 -1.420 1.497
H -1.285 0.524 0.178



z:
15
Properties=species:S:1:pos:R:3 method="wB97M-V/def2-TZVPD" charge=0 homo_ev="-6.8 / -8.1" homo_lumo_gap_ha="0.2393 / 0.3066"
C -0.589 -0.127 -1.177
O -0.975 0.563 -2.252
O -1.475 -1.034 -0.765
O 0.692 -0.434 -1.056
H -2.372 -0.736 -0.975
H -0.224 1.072 -2.591
C -0.237 0.850 0.781
C 0.979 -0.251 0.400
C 0.898 -1.425 1.178
N 0.008 2.080 1.031
H 0.894 2.378 0.613
H -1.111 0.406 1.268
H 1.939 0.260 0.405
H 0.045 -2.079 1.090
H 1.528 -1.521 2.050



What are the relative energies? In eV: w 1.204; x 0.000; y 2.228; z 4.878.



w:
15
Properties=species:S:1:pos:R:3 method="wB97M-V/def2-TZVPD" charge=0 homo_ev=-8.0 homo_lumo_gap_ha=0.3185
C -1.890 -0.119 0.989
C -0.921 0.245 -0.095
O -1.379 1.274 -0.900
C 0.323 -0.277 -0.149
N 0.724 -1.470 0.450
C 1.396 0.622 -0.707
O 1.249 1.682 -1.276
O 2.619 0.145 -0.378
H -2.893 -0.303 0.601
H -1.574 -0.980 1.584
H -1.943 0.737 1.676
H -0.717 1.457 -1.597
H 0.102 -2.233 0.185
H 1.688 -1.679 0.175
H 3.216 0.900 -0.557



x:
15
Properties=species:S:1:pos:R:3 method="wB97M-V/def2-TZVPD" charge=0 homo_ev=-10.3 homo_lumo_gap_ha=0.4007
O -0.889 -3.237 1.727
C -0.725 -2.245 1.067
N 0.533 -1.720 0.830
C 0.899 -0.516 0.214
O 2.054 -0.344 -0.093
C -0.168 0.527 0.023
C 0.170 1.553 -1.069
O -0.241 2.850 -0.635
H -1.542 -1.697 0.577
H 1.303 -2.309 1.132
H -0.417 1.056 0.936
H -1.103 0.034 -0.259
H 1.255 1.579 -1.167
H -0.250 1.233 -2.024
H -0.877 3.234 -1.258



What are the relative energies? In eV: w 0.084; x 0.000.



w:
22
Properties=species:S:1:pos:R:3 method="wB97M-V/def2-TZVPD" charge=+1 homo_ev=-14.1 homo_lumo_gap_ha=0.2795
C 2.826 0.827 0.362
C 1.464 0.284 -0.165
C 1.136 -1.086 0.362
C 0.091 -1.515 -0.634
N -2.728 0.608 -0.003
C -1.726 -0.223 0.178
N -0.895 -0.483 -0.807
N 0.368 1.051 0.230
H 3.609 0.117 0.147
H 2.756 1.011 1.435
H 3.040 1.789 -0.096
H 1.537 0.224 -1.259
H 1.962 -1.780 0.420
H 0.715 -0.973 1.354
H -0.357 -2.474 -0.347
H 0.573 -1.683 -1.594
H -2.731 1.161 -0.854
H -3.330 0.869 0.753
H -1.692 -0.707 1.153
H -1.452 1.665 2.210
H 0.361 1.974 -0.231
H -1.958 1.857 1.713



x:
22
Properties=species:S:1:pos:R:3 method="wB97M-V/def2-TZVPD" charge=+1 homo_ev="-11.5 / -12.2" homo_lumo_gap_ha="0.2685 / 0.3320"
C -1.989 1.029 0.082
C -0.663 1.613 -0.207
C 1.216 -0.220 -0.046
C 2.341 -0.201 -0.976
C 0.787 -1.480 0.667
N -2.195 -0.190 -0.596
N -1.962 -1.316 0.043
N 0.748 1.049 0.388
H -2.227 0.824 1.161
H -2.629 1.727 -0.515
H -0.610 1.511 -1.302
H -0.783 2.648 -0.050
H 2.130 -0.152 -2.029
H 2.948 -1.045 -0.861
H 3.121 0.580 -0.833
H -0.159 -1.798 0.280
H 0.704 -1.262 1.655
H 1.494 -2.205 0.323
H -2.479 -2.088 -0.395
H -2.089 -1.457 1.132
H 1.519 1.772 0.272
H 0.446 1.344 1.357



y:
22
Properties=species:S:1:pos:R:3 method="wB97M-V/def2-TZVPD" charge=+1 homo_ev=-13.5 homo_lumo_gap_ha=0.3673
C -3.340 -0.637 -0.685
C -0.745 2.019 -0.068
C 4.406 -0.459 0.064
C -2.589 -0.260 0.656
C -1.121 -0.386 0.386
N -0.328 0.550 0.057
N 2.098 -0.907 0.228
N 3.029 -0.106 0.079
H -2.835 -1.508 -1.223
H -3.183 0.185 -1.440
H -4.478 -0.754 -0.660
H -0.683 2.186 -1.211
H -1.677 2.170 0.465
H 0.068 2.596 0.305
H 4.703 -1.435 0.582
H 5.008 0.435 0.257
H 4.586 -0.681 -0.978
H -2.817 -0.961 1.364
H -2.734 0.797 1.007
H -0.626 -1.290 0.370
H 2.505 -1.859 0.368
H 0.753 0.306 0.078



z:
22
Properties=species:S:1:pos:R:3 method="wB97M-V/def2-TZVPD" charge=+1 homo_ev=-13.0 homo_lumo_gap_ha=0.1539
C -1.713 0.878 -0.129
C -0.448 0.503 0.688
C 0.890 0.954 0.029
C 0.969 0.662 -1.404
N 0.181 -0.574 -1.731
C 0.910 -1.656 -1.449
N 2.026 -1.612 -0.693
N -2.734 -0.169 -0.240
H -2.175 1.730 0.360
H -1.362 1.170 -1.179
H -0.770 1.032 1.692
H -0.665 -0.637 0.771
H 1.655 0.237 0.459
H 1.062 1.968 0.343
H 0.559 1.592 -2.045
H 2.140 0.662 -1.719
H 1.458 0.046 4.801
H 0.444 -2.590 -1.813
H 2.425 -2.592 -0.361
H 1.399 -0.721 5.014
H -2.500 -0.996 -0.963
H -3.752 0.114 -0.431



What are the relative energies? In eV: w 1.883; x 2.931; y 0.000; z 5.526.



w:
22
Properties=species:S:1:pos:R:3 method="wB97M-V/def2-TZVPD" charge=+1 homo_ev=-12.9 homo_lumo_gap_ha=0.3115
C -1.870 0.132 -0.135
C -2.736 1.315 -0.480
C 2.504 -0.010 -0.721
C 1.108 0.126 1.287
C 1.141 0.326 -0.204
N -2.331 -0.895 0.495
N 0.219 -0.599 -0.964
N 0.272 -1.818 -0.593
H -3.286 1.128 -1.436
H -3.715 1.470 0.203
H -2.233 2.349 -0.539
H 2.700 -1.137 -0.497
H 2.748 0.122 -1.737
H 3.124 0.657 -0.201
H 1.675 0.808 1.847
H 1.424 -0.913 1.339
H -0.034 0.144 1.735
H 1.052 1.378 -0.559
H -3.386 -0.995 0.818
H -1.842 -1.745 0.625
H 0.478 -2.043 0.307
H 0.079 -2.542 -1.279



x:
22
Properties=species:S:1:pos:R:3 method="wB97M-V/def2-TZVPD" charge=+1 homo_ev=-13.7 homo_lumo_gap_ha=0.4028
C -2.288 -1.594 0.641
C -1.502 -0.554 -0.150
N -1.265 0.700 0.622
C -0.156 -1.148 -0.578
C 0.709 -0.220 -1.379
N 1.131 0.904 -0.434
C 2.353 1.146 -0.127
N 2.708 2.088 0.730
H -1.727 -2.491 0.916
H -2.598 -1.184 1.583
H -3.255 -1.944 0.284
H -1.960 -0.221 -1.079
H -2.002 1.339 0.380
H -1.267 0.539 1.625
H -0.343 -2.028 -1.169
H 0.442 -1.656 0.183
H 1.650 -0.592 -1.764
H 0.202 0.366 -2.134
H 0.320 1.252 0.090
H 3.166 0.670 -0.653
H 2.023 2.467 1.367
H 3.660 2.160 1.046



y:
22
Properties=species:S:1:pos:R:3 method="wB97M-V/def2-TZVPD" charge=+1 homo_ev=-13.7 homo_lumo_gap_ha=0.3474
C 1.031 1.724 0.125
C -1.575 0.061 -0.496
C 0.290 -1.493 -0.954
C -1.074 -1.807 1.053
C -0.465 -0.821 0.153
N 2.256 1.533 -0.241
N 0.290 2.771 0.247
N 0.393 -0.024 0.995
H -2.071 0.643 0.284
H -1.285 0.705 -1.271
H -2.251 -0.717 -0.867
H -0.347 -1.818 -1.694
H 0.938 -2.361 -0.646
H 0.849 -0.726 -1.358
H -2.022 -1.265 1.420
H -1.289 -2.718 0.472
H -0.413 -2.205 1.818
H 2.910 2.240 -0.531
H 2.737 0.535 -0.140
H 0.476 3.720 -0.167
H -0.589 2.624 0.647
H 1.210 -0.602 1.151



What are the relative energies? In eV: w 5.203; x 0.000; y 3.410.



w:
22
Properties=species:S:1:pos:R:3 method="wB97M-V/def2-TZVPD" charge=+1 homo_ev=-13.6 homo_lumo_gap_ha=0.3919
C 0.585 -0.248 -2.759
N 0.520 -0.677 -1.366
C 0.167 -0.055 -0.229
N -0.612 1.357 -0.279
C -0.197 2.421 0.511
N 0.054 -0.691 0.868
C 0.678 -1.958 1.304
C -1.062 -0.353 1.781
H -0.455 -0.390 -3.213
H 0.887 0.830 -2.758
H 1.298 -0.605 -3.500
H 0.695 -1.646 -1.238
H -0.826 1.613 -1.290
H -0.337 2.193 1.527
H -0.788 3.362 0.217
H 0.871 2.754 0.360
H 1.080 -1.997 2.223
H -0.198 -2.747 1.225
H 1.526 -2.260 0.535
H -1.853 0.242 1.323
H -1.442 -1.277 2.141
H -0.590 0.133 2.616



x:
22
Properties=species:S:1:pos:R:3 method="wB97M-V/def2-TZVPD" charge=+1 homo_ev="-13.7 / -14.0" homo_lumo_gap_ha="0.2905 / 0.3090"
C -0.322 1.544 -0.647
C -1.829 -0.465 -0.663
C -0.871 0.372 1.521
C 0.473 -2.017 0.248
C -0.583 0.190 0.028
N 2.454 -0.287 -0.180
N 2.815 0.815 -0.509
N 0.386 -0.754 -0.346
H 0.188 1.404 -1.597
H -1.264 2.044 -0.851
H 0.248 2.198 0.009
H -2.644 0.252 -0.609
H -2.123 -1.377 -0.153
H -1.621 -0.682 -1.708
H -1.602 1.167 1.645
H -1.279 -0.527 1.974
H 0.036 0.651 2.053
H 1.509 -2.356 0.189
H -0.081 -2.719 -0.390
H 0.106 -2.087 1.275
H 2.207 1.653 -0.499
H 3.797 0.980 -0.792



What are the relative energies? In eV: w 0.000; x 2.939.